118
Properties=species:S:1:pos:R:3:forces:R:3 method="wB97M-V/def2-TZVPD" total_energy_ha=-5012.1062 homo_lumo_gap_ev=11.0 e_above_lowest_kj_mol=0.0
C 0.502934 -0.938619 7.092321 0.436 -0.093 0.009
O 1.277523 -1.027320 5.878927 0.140 -0.175 0.329
C 1.068828 -0.165450 4.889703 -0.302 0.102 -0.255
O 1.702503 -0.190451 3.870795 0.122 0.027 0.134
O 0.067691 0.678303 5.161362 0.000 -0.189 0.254
C -0.253399 1.606686 4.134920 -0.291 0.679 -0.192
H -0.474980 -1.383568 6.928767 -0.119 0.189 0.063
H 0.464881 0.086159 7.450861 -0.263 0.029 -0.124
H 1.054933 -1.518873 7.828138 -0.031 -0.144 -0.121
H -0.433433 1.115102 3.186010 0.182 -0.130 -0.058
H 0.521061 2.367539 4.040217 0.131 -0.160 -0.123
H -1.170524 2.107590 4.441236 0.047 -0.140 0.108
C 2.240628 3.463823 -0.889686 -1.078 0.196 -0.022
O 3.359196 3.222310 -1.726714 0.306 -0.019 0.011
C 3.280245 2.103813 -2.433709 -0.022 -0.060 -0.018
O 2.357179 1.329667 -2.443282 -0.027 0.015 0.030
O 4.398064 1.981073 -3.143896 0.219 0.212 -0.079
C 4.433589 0.873694 -4.032384 0.025 -0.502 -0.209
H 2.373002 4.433825 -0.421773 0.343 -0.080 0.108
H 2.082067 2.673993 -0.160592 0.254 0.024 0.104
H 1.321705 3.516584 -1.481455 0.138 -0.067 -0.088
H 5.278203 1.023239 -4.698909 0.004 0.191 0.038
H 3.510979 0.797203 -4.607384 0.001 0.024 0.055
H 4.593092 -0.061610 -3.491600 -0.125 0.081 0.085
C 1.703628 -5.308825 -2.211540 -0.364 -0.278 0.164
O 2.423879 -5.015944 -1.021350 0.616 0.240 0.176
C 2.035156 -3.928549 -0.348298 -0.033 -0.297 -0.294
O 0.976145 -3.383134 -0.511354 -0.408 0.546 0.134
O 2.995316 -3.586423 0.483535 0.382 -0.481 0.106
C 2.832876 -2.423711 1.279468 0.007 1.170 -0.054
H 0.878488 -5.978685 -1.967457 -0.038 -0.005 -0.129
H 2.403036 -5.808808 -2.872532 0.009 -0.010 -0.056
H 1.308544 -4.403907 -2.662437 0.026 0.063 -0.082
H 2.796452 -1.517014 0.671278 -0.067 -0.307 -0.268
H 3.730095 -2.317065 1.880030 -0.078 -0.377 0.231
H 1.922270 -2.414971 1.873163 0.047 -0.319 0.094
C 0.755195 -1.436246 -3.340672 1.048 -0.255 0.067
O -0.186575 -1.545324 -4.405644 -0.480 -0.304 0.248
C 0.181599 -1.343348 -5.659148 0.276 0.054 0.075
O -0.570826 -1.456260 -6.580884 -0.218 0.079 -0.245
O 1.482460 -1.010169 -5.761195 -0.058 -0.013 0.258
C 1.913799 -0.652525 -7.057400 0.170 0.013 -1.094
H 0.346387 -1.884021 -2.440709 -0.497 0.205 -0.092
H 1.050121 -0.402196 -3.184949 -0.062 -0.028 0.116
H 1.650432 -2.027499 -3.559493 -0.018 0.158 -0.171
H 1.579608 0.347709 -7.339510 0.060 0.060 0.279
H 1.538536 -1.316033 -7.839496 -0.128 -0.175 0.318
H 2.999026 -0.714359 -7.075651 0.005 0.140 0.231
C -3.944359 -2.006180 1.401458 -0.104 -0.214 -0.600
O -3.424314 -0.919169 2.167148 0.187 0.232 -0.109
C -3.800664 -0.862150 3.438789 0.038 -0.171 -0.027
O -4.611508 -1.566639 3.971457 -0.114 -0.086 0.095
O -3.105605 0.118152 4.019702 0.075 0.329 -0.067
C -3.432254 0.387726 5.377390 -0.004 -0.280 0.572
H -3.425655 -1.976138 0.444659 0.082 0.010 0.097
H -5.002920 -1.885480 1.177547 -0.038 0.044 0.284
H -3.757067 -2.956948 1.894671 -0.056 0.028 0.089
H -4.489372 0.215983 5.570853 -0.005 0.124 -0.098
H -3.150505 1.414457 5.591948 -0.072 0.068 -0.183
H -2.863185 -0.260010 6.050043 0.010 -0.062 -0.182
C -3.177100 -0.156992 -3.941588 1.015 0.416 -0.096
O -4.169873 0.044739 -2.938941 -0.416 -0.544 -0.422
C -4.328719 1.266173 -2.467034 0.120 0.081 0.381
O -3.820663 2.280573 -2.863475 0.217 0.139 -0.121
O -5.151910 1.171065 -1.422236 -0.342 -0.233 0.213
C -5.236561 2.304302 -0.565205 0.399 0.290 -0.248
H -2.262852 -0.441478 -3.425261 0.015 -0.169 -0.137
H -2.957032 0.760663 -4.486350 -0.266 0.009 -0.013
H -3.441056 -0.952220 -4.629683 -0.427 -0.042 0.186
H -6.181871 2.239407 -0.041278 -0.053 -0.037 0.043
H -5.162270 3.226079 -1.141337 -0.150 -0.015 0.022
H -4.398571 2.275596 0.135030 -0.112 -0.015 0.102
C -6.097204 -3.107482 -4.077719 0.001 0.462 0.216
O -4.684524 -3.224528 -3.962728 0.467 -0.037 -0.742
C -4.133963 -3.402993 -2.769042 -0.553 0.116 0.117
O -4.705082 -3.286712 -1.716918 0.082 -0.141 0.305
O -2.864315 -3.732484 -2.957845 0.328 -0.165 -0.109
C -2.108674 -4.075586 -1.792494 0.406 0.208 -0.227
H -6.287746 -2.749389 -5.085941 0.096 -0.217 -0.091
H -6.482682 -2.347697 -3.398080 -0.016 -0.251 0.235
H -6.545970 -4.085269 -3.920170 -0.202 0.082 0.095
H -1.186200 -4.533490 -2.143113 -0.155 -0.086 -0.186
H -2.654593 -4.783140 -1.175368 -0.064 0.197 0.214
H -1.791673 -3.172224 -1.270530 -0.349 -0.053 0.275
C 1.390354 5.956162 2.909187 0.167 0.383 0.468
O 0.792000 4.805182 2.329108 0.046 -0.223 -0.030
C -0.062981 5.043039 1.328995 0.094 -0.054 -0.154
O -0.501241 6.114895 1.019674 -0.171 0.164 -0.077
O -0.320602 3.881472 0.739864 -0.117 -0.377 0.278
C -1.437963 3.833455 -0.151907 -0.336 0.446 -0.109
H 0.699227 6.794536 2.958836 -0.042 -0.042 -0.204
H 2.284662 6.230865 2.350815 -0.046 0.040 -0.053
H 1.670510 5.697872 3.928514 0.048 -0.184 -0.083
H -1.162230 4.172294 -1.149273 0.111 -0.085 -0.002
H -2.247196 4.472282 0.202963 0.090 0.016 0.083
H -1.771991 2.804529 -0.180544 0.114 -0.068 -0.062
C 7.632154 2.758462 0.403304 0.188 -0.992 0.466
O 6.303159 3.160025 0.695170 -0.063 0.844 -0.103
C 5.562724 2.323600 1.395490 -0.180 -0.905 0.264
O 5.841957 1.180503 1.673584 0.126 0.262 -0.095
O 4.436670 2.935345 1.746640 -0.229 0.334 -0.490
C 3.491723 2.133783 2.446309 0.075 -0.281 1.046
H 7.629463 1.808162 -0.133883 -0.005 0.230 -0.296
H 8.176917 2.549841 1.328800 -0.025 0.270 -0.014
H 8.097000 3.563563 -0.146687 -0.035 0.047 -0.148
H 3.147725 1.249255 1.918176 0.198 0.114 -0.357
H 2.647865 2.770624 2.694661 -0.001 0.117 -0.236
H 3.946954 1.782806 3.375393 -0.075 -0.036 -0.040
C -0.736481 -0.143929 0.366965 0.854 0.137 0.306
Cl -1.173048 0.425465 -1.229533 -0.101 0.003 -0.250
Cl 0.928586 0.321309 0.827130 -0.356 0.295 -0.189
H -1.404590 0.327139 1.075767 -0.129 -0.326 0.137
H -0.688284 -1.225441 0.396043 -0.510 -0.054 -0.090
C 0.020178 -3.543969 4.011726 0.027 -0.293 0.102
Cl -1.129210 -3.995726 5.286676 0.070 0.131 0.054
Cl -0.713059 -2.454351 2.837235 -0.074 0.035 0.033
H 0.878895 -3.055495 4.456854 -0.049 0.083 0.059
H 0.307106 -4.465499 3.519970 0.014 0.063 -0.149

***

114
Properties=species:S:1:pos:R:3:forces:R:3 method="wB97M-V/def2-TZVPD" spin_multiplicity=5 total_energy_ha=-4119.8553 s_squared=6.00 homo_lumo_gap_ev="7.9 / 7.9" e_above_lowest_kj_mol=56.7 charge=+1
Cr -2.311080 2.028897 0.640208 1.645 -1.337 0.188
C 1.794729 0.510848 0.793551 -0.448 0.064 0.225
C 0.382765 0.056835 0.369585 0.246 -0.321 0.895
C 0.145372 -1.338274 0.977491 0.327 -0.010 -0.037
O -0.592786 0.930810 0.761592 -0.570 0.864 -0.078
H 2.504152 -0.289761 0.575514 0.249 0.223 -0.215
H 1.842525 0.699765 1.871188 -0.178 -0.055 0.024
H 2.047876 1.446268 0.292134 -0.022 -0.521 0.347
H 0.463267 -0.069467 -0.729556 -0.309 -0.047 -0.115
H -0.858849 -1.712697 0.774660 0.127 -0.091 -0.374
H 0.232044 -1.374059 2.069447 0.072 0.478 -0.008
H 0.938854 -1.989404 0.596892 -0.307 -0.358 -0.026
C 1.343315 3.903679 1.925086 0.021 -0.092 -0.513
O 0.379312 4.937378 2.224192 -0.281 -0.036 0.002
C -0.825697 4.789675 1.752585 0.192 0.247 0.739
O -1.250673 3.802674 1.172340 -0.680 -0.470 -0.271
O -1.526892 5.876221 2.012163 0.208 0.134 -0.351
C -2.889304 5.930289 1.593183 -0.540 -0.213 0.743
H 1.067473 3.401956 0.997576 -0.389 -0.223 0.765
H 1.413747 3.209407 2.752103 0.009 0.018 0.171
H 2.265265 4.419673 1.665943 -0.142 -0.129 0.879
H -3.205833 6.953745 1.764455 0.095 0.065 -0.216
H -3.481847 5.302962 2.265231 -0.003 -0.077 -0.171
H -3.053027 5.622319 0.564732 0.241 0.063 -0.057
C -1.249751 0.706365 -3.446260 0.331 -0.933 0.049
O -1.218723 2.127836 -3.559040 0.337 0.218 -0.050
C -1.479696 2.865716 -2.513459 -0.169 0.171 0.235
O -1.961642 2.461025 -1.464468 -0.305 -0.100 0.180
O -1.186297 4.117994 -2.759645 -0.015 -0.035 -0.358
C -1.593473 5.082148 -1.791824 -0.392 -0.261 0.403
H -2.193622 0.309722 -3.807927 -0.087 0.120 0.035
H -1.035237 0.331400 -2.444156 -0.241 0.399 0.167
H -0.451534 0.315087 -4.074494 -0.113 0.210 -0.199
H -1.535041 6.043059 -2.286039 0.174 0.061 0.089
H -0.980288 5.005168 -0.895984 0.214 0.208 -0.274
H -2.616851 4.875069 -1.468243 -0.052 0.072 -0.264
C -0.783962 0.572935 4.517694 0.875 0.254 0.141
O -2.121246 0.109965 4.649099 -0.364 -0.478 0.204
C -2.983271 0.490707 3.734623 0.394 0.241 -0.020
O -2.691867 1.184740 2.781012 -0.420 0.678 -0.491
O -4.173598 0.017030 4.027367 -0.115 -0.106 0.324
C -5.283929 0.407262 3.219865 0.332 0.430 -0.716
H -0.454337 0.599562 3.478918 -0.197 0.141 -0.053
H -0.137432 -0.100691 5.077602 -0.290 -0.218 -0.004
H -0.690613 1.546038 5.003514 -0.102 0.098 -0.268
H -5.181547 1.436461 2.869176 0.058 0.043 0.292
H -6.171381 0.313211 3.830890 -0.038 -0.224 -0.017
H -5.301147 -0.203491 2.317889 -0.285 -0.249 0.174
C 1.858533 -4.978612 0.104895 -0.582 0.544 -0.356
O 2.788450 -5.949020 0.520869 0.267 -0.306 0.580
C 3.125480 -6.891707 -0.357640 -0.463 0.287 -0.586
O 2.700473 -6.957523 -1.483599 0.115 -0.069 0.011
O 3.978040 -7.713798 0.222450 0.193 -0.035 0.411
C 4.552159 -8.729499 -0.594110 0.082 -0.425 -0.163
H 0.892258 -5.384126 -0.206497 0.181 -0.428 0.094
H 2.235789 -4.385584 -0.728784 0.191 0.022 0.150
H 1.684243 -4.349763 0.974693 0.149 0.089 -0.038
H 5.370544 -8.317394 -1.181800 -0.072 0.032 -0.088
H 3.811380 -9.195526 -1.240469 -0.040 0.190 -0.066
H 4.941679 -9.488628 0.078779 0.020 0.136 0.114
C 2.514293 2.921995 -1.402507 0.840 0.438 -0.080
O 2.420899 3.971998 -0.417839 0.609 -0.086 -0.957
C 1.894584 5.106695 -0.871759 -0.122 0.116 -0.599
O 1.456064 5.288226 -1.980750 0.095 -0.007 0.298
O 1.900892 5.994852 0.118989 0.227 -0.170 0.098
C 1.345183 7.262538 -0.176295 -0.402 0.824 -0.525
H 3.030936 2.096140 -0.921116 -0.180 0.189 -0.055
H 3.172016 3.263333 -2.200588 -0.415 0.028 -0.315
H 1.515174 2.652103 -1.730848 0.053 -0.127 -0.225
H 0.319554 7.187334 -0.545115 0.019 -0.204 0.135
H 1.902610 7.787194 -0.953717 0.183 -0.177 0.073
H 1.357048 7.855108 0.732283 0.092 -0.195 0.129
C -3.720721 -2.277956 0.835761 0.405 -0.374 0.461
O -4.611809 -1.574218 -0.033934 -0.034 -0.029 -0.268
C -4.307996 -0.362275 -0.409187 -0.225 0.059 0.135
O -3.504608 0.361718 0.165704 0.128 0.315 -0.173
O -5.053951 -0.030453 -1.442894 -0.063 -0.169 -0.104
C -4.929298 1.286927 -1.968145 0.133 0.688 0.228
H -4.260111 -3.153206 1.183126 -0.152 0.090 -0.049
H -3.403307 -1.678508 1.687541 -0.115 0.173 -0.076
H -2.845083 -2.622121 0.289119 -0.093 0.136 -0.194
H -4.928349 2.014356 -1.153691 0.026 -0.009 -0.033
H -5.782880 1.497104 -2.603714 -0.095 -0.351 0.013
H -4.010645 1.397387 -2.536549 0.055 -0.124 0.005
C 5.609867 -3.544447 0.602196 1.080 0.049 -0.170
O 4.437317 -3.051573 -0.046276 -0.279 -0.312 0.052
C 4.608125 -2.016981 -0.853573 -0.240 0.134 -0.041
O 5.594968 -1.352999 -0.998332 0.125 -0.070 -0.021
O 3.431992 -1.815157 -1.482936 0.017 -0.112 0.369
C 3.393608 -0.754713 -2.412206 -0.056 0.693 -0.679
H 6.062736 -2.776869 1.225162 -0.174 -0.031 0.126
H 6.358595 -3.833868 -0.139963 -0.152 0.058 -0.094
H 5.362741 -4.424120 1.184563 -0.416 0.151 0.059
H 4.038958 0.091556 -2.172405 0.155 -0.265 0.356
H 2.369855 -0.380623 -2.441620 -0.062 -0.228 -0.008
H 3.689082 -1.100718 -3.404482 -0.084 -0.099 0.050
C -4.022478 -2.129602 -4.457761 -1.271 -0.382 0.951
O -2.672064 -2.134712 -4.045728 0.556 0.523 -0.637
C -2.298897 -2.783407 -2.956427 -0.392 -0.767 0.579
O -3.031110 -3.342774 -2.174879 0.048 0.220 -0.087
O -0.982029 -2.713866 -2.892367 0.513 0.501 -0.595
C -0.239464 -3.414264 -1.901561 -0.599 -0.356 0.731
H -4.411439 -3.134670 -4.632429 0.409 -0.039 -0.424
H -4.099047 -1.485100 -5.324223 0.133 -0.125 -0.138
H -4.693148 -1.770049 -3.667215 0.322 0.312 0.018
H 0.169516 -2.695990 -1.198578 0.253 0.084 -0.210
H 0.530951 -4.002878 -2.388187 0.049 0.125 -0.119
H -0.892108 -4.072307 -1.323576 -0.047 -0.055 -0.207
C 2.701783 -1.932024 3.956373 0.268 -0.483 -0.330
C 4.020314 -2.553727 3.829264 -0.047 0.005 0.085
N 5.056528 -3.038922 3.749541 -0.007 0.013 -0.015
H 2.270780 -1.831888 2.960098 0.036 0.249 0.042
H 2.823443 -0.967558 4.441263 -0.241 0.042 0.028
H 2.052879 -2.604897 4.515196 0.001 0.179 0.214